Molecular formula: C45H47BrClIKN5O7S2
Method: DFT, ωB97M-V/def2-TZVPD

The geometry in XYZ format:
```
110
Properties=species:S:1:pos:R:3:mulliken_charge:R:1
K 0.09 -0.59 -1.17 0.3767
C -1.06 2.68 1.40 -0.9678
N -0.93 1.25 1.63 1.6249
C -2.05 0.74 2.40 -1.3347
C -3.34 0.71 1.57 0.8950
C -3.95 -0.68 1.55 -1.4547
N -3.00 -1.62 0.98 0.5031
C -3.47 -2.76 0.65 -1.0853
C -2.78 -3.90 0.09 0.8013
C -3.57 -5.05 -0.11 -0.2935
C -3.10 -6.20 -0.69 -0.7617
C -1.76 -6.21 -1.12 -0.7037
C -0.95 -5.12 -0.95 -0.3062
C -1.39 -3.91 -0.30 -0.0917
O -0.59 -2.95 -0.11 -0.0085
C 0.35 0.92 2.21 -0.2315
C 0.59 -0.59 2.28 0.1388
C 2.03 -0.95 1.91 -1.2722
N 2.37 -0.46 0.59 1.5128
C 3.53 0.04 0.45 -1.2334
C 4.13 0.61 -0.75 1.2187
C 5.37 1.23 -0.57 -0.6205
C 6.04 1.87 -1.60 -0.8553
C 5.43 1.89 -2.86 -0.6663
C 4.23 1.28 -3.08 -0.5931
C 3.51 0.57 -2.05 -0.1135
O 2.43 -0.04 -2.30 -0.3362
H -1.02 3.25 2.34 0.2992
H -2.01 2.90 0.90 0.2891
H -0.27 3.02 0.74 -0.2109
H -2.19 1.32 3.33 0.3441
H -1.81 -0.29 2.68 0.3736
H -3.06 0.98 0.55 -0.8708
H -4.07 1.44 1.93 0.3140
H -4.90 -0.68 0.99 0.5684
H -4.19 -0.98 2.58 0.2956
H -4.55 -2.94 0.79 0.0761
H -4.61 -5.00 0.21 0.4300
H -3.74 -7.06 -0.83 0.3285
H -1.36 -7.08 -1.63 0.3790
H 0.06 -5.13 -1.34 0.1730
H 0.47 1.38 3.22 0.1026
H 1.11 1.38 1.57 -0.5584
H -0.09 -1.13 1.61 -0.0853
H 0.39 -0.96 3.29 0.4375
H 2.10 -2.04 1.90 -0.0014
H 2.74 -0.58 2.67 0.4561
H 4.20 0.08 1.33 -0.1423
H 5.81 1.22 0.42 0.3603
H 6.99 2.36 -1.42 0.3961
H 5.92 2.42 -3.68 0.2901
H 3.75 1.33 -4.05 0.6391
O -2.45 3.73 -1.87 -0.7356
Cl -1.63 2.64 -2.35 1.7861
O -2.00 2.30 -3.70 -0.6991
O -0.24 3.00 -2.28 -0.6842
O -1.86 1.47 -1.50 -0.7346
Br 5.30 5.69 -1.16 -0.1847
C 5.04 4.64 0.40 -0.0381
C 6.08 4.59 1.31 -0.4282
C 5.95 3.84 2.47 -0.6204
C 4.78 3.14 2.70 -0.6031
C 3.74 3.19 1.78 0.0935
C 3.86 3.93 0.61 -0.1664
I 2.27 3.86 -0.73 0.4261
H 6.99 5.14 1.11 0.3923
H 6.77 3.80 3.17 0.3509
H 4.66 2.54 3.60 0.4045
H 2.84 2.63 1.96 0.4900
O 1.83 -4.77 -2.94 -0.8312
S 2.09 -3.30 -2.88 1.3142
C 3.31 -3.15 -1.55 0.4750
C 2.92 -3.76 -0.36 -0.5521
C 3.79 -3.77 0.71 -0.4973
C 5.03 -3.16 0.61 -0.5493
C 5.40 -2.53 -0.56 -0.5309
C 4.54 -2.52 -1.65 -0.0466
C 3.16 -2.94 -4.28 -0.6200
C 3.81 -4.00 -4.89 -0.1489
C 4.62 -3.75 -5.99 -0.6606
C 4.76 -2.45 -6.46 -0.4617
C 4.08 -1.40 -5.85 -0.6554
C 3.26 -1.64 -4.76 0.0787
H 1.93 -4.20 -0.28 0.1948
H 3.49 -4.25 1.64 0.3538
H 5.71 -3.16 1.46 0.3501
H 6.35 -2.02 -0.64 0.3680
H 4.83 -2.01 -2.56 0.1895
H 3.66 -5.00 -4.49 0.4670
H 5.14 -4.57 -6.47 0.3682
H 5.40 -2.26 -7.32 0.3569
H 4.19 -0.39 -6.23 0.3943
H 2.73 -0.85 -4.25 0.5150
C -4.99 0.81 -1.78 -1.2171
C -4.63 -0.57 -2.24 1.4323
C -5.49 -1.63 -2.24 -1.3020
C -5.02 -2.85 -2.78 1.2581
N -3.82 -3.00 -3.28 -0.4482
C -2.94 -1.97 -3.24 -0.1164
S -1.38 -2.09 -3.81 -0.3093
N -3.39 -0.77 -2.71 0.2322
C -5.91 -4.06 -2.77 -1.2535
H -6.05 0.87 -1.58 0.4051
H -4.71 1.54 -2.54 0.4346
H -4.43 1.07 -0.88 0.1048
H -6.50 -1.52 -1.87 0.3132
H -2.72 0.00 -2.67 -0.1569
H -6.96 -3.79 -2.85 0.4106
H -5.75 -4.60 -1.83 0.1239
H -5.62 -4.73 -3.58 0.3433
```

Calculated values
Kohn-Sham gap   5.635 eV
Lowest unoccupied orbital energy   3.615 eV
DFT total energy   -197868.93483 eV
Net charge   -2
E_HOMO   -2.02 eV
Energy relative to the best compared isomer or geometry (same formula, charge and spin)   0.0 kcal/mol